1.
Molecular formula: C5H13N2O
Method: DFT, wB97M-V/def2-TZVPD

As for the charge: +2. The calculation puts the electronic energy at -382.25151 Ha. As for the multiplicity: 2. Its LUMO energy (spin up / spin down) is -6.63 / -13.39 eV.

Geometry as XYZ:
```
21
Properties=species:S:1:pos:R:3:forces:R:3
C 2.762 0.277 0.327 0.6 -1.4 1.1
O 3.591 -0.825 -0.225 -0.4 1.9 1.5
C 1.326 -0.107 0.063 -0.3 -1.5 -3.7
C 0.206 0.856 0.510 0.1 -0.7 2.4
C -1.173 0.392 0.055 -0.8 -1.8 2.5
C -2.248 -0.108 0.771 3.2 1.2 -2.0
N -3.396 -0.568 0.037 1.3 -2.0 -2.2
N -1.314 0.311 -1.304 0.7 1.2 -3.4
H 3.076 1.246 -0.137 0.2 -0.4 -0.3
H 2.998 0.390 1.408 0.2 -0.1 -0.5
H 4.345 -1.006 0.422 -0.4 0.1 -0.8
H 1.295 -0.247 -1.081 0.0 0.7 1.2
H 1.203 -1.180 0.251 -0.2 0.3 1.1
H 0.455 1.809 -0.009 -0.5 -0.1 1.1
H 0.231 0.804 1.673 0.0 1.0 -1.9
H -2.244 -0.348 1.771 0.0 0.1 2.2
H -3.517 -1.617 0.095 0.0 1.2 0.4
H -4.252 -0.137 0.390 -0.2 0.3 -0.8
H -3.008 -0.472 -1.022 -1.5 0.7 1.7
H -0.436 0.044 -1.784 -0.6 -1.3 0.6
H -1.152 1.257 -1.658 -1.4 0.7 -0.2
```
Positions in Å, forces in eV/Å.



2.
Molecular formula: C5H13N2O2P
Method: DFT, wB97M-V/def2-TZVPD

As for the charge: 0. The calculation puts the electronic energy at -799.68345 Ha. Its LUMO energy is 0.87 eV.

Geometry as XYZ:
```
23
Properties=species:S:1:pos:R:3:forces:R:3
C 3.091 2.514 -0.037 -0.1 0.1 -0.1
N 2.533 1.188 -0.148 0.3 -0.8 1.1
P 2.930 -0.055 0.701 0.1 0.1 -1.4
O 1.901 -1.198 0.403 0.1 -0.5 0.2
O 4.361 -0.741 0.366 -0.3 0.2 0.4
H 2.862 3.034 -0.970 0.1 0.2 0.1
H 2.625 3.077 0.780 0.1 0.1 -0.1
H 4.177 2.536 0.110 0.0 0.1 0.0
H 3.117 -0.126 2.084 -0.1 0.4 0.2
H 0.970 -0.889 0.279 -0.3 0.1 -0.1
H 4.579 -0.578 -0.554 0.1 0.0 -0.4
C -1.223 -2.066 0.113 -0.2 -0.2 0.0
N -0.780 -0.888 0.157 0.7 -0.2 0.1
C -1.849 0.065 -0.022 -0.4 0.4 -0.1
C -3.155 -0.749 -0.209 0.1 0.1 0.0
C -2.699 -2.213 -0.095 -0.1 0.0 0.0
H -0.562 -2.911 0.224 0.2 -0.2 0.0
H -1.606 0.686 -0.885 -0.1 0.1 0.1
H -1.878 0.715 0.855 0.0 0.1 -0.1
H -3.600 -0.549 -1.181 -0.1 0.0 0.0
H -3.884 -0.498 0.558 0.0 0.0 -0.1
H -3.148 -2.738 0.749 0.0 -0.1 0.0
H -2.902 -2.797 -0.994 0.0 -0.1 0.0
```
Positions in Å, forces in eV/Å.



3.
Molecular formula: C5H13N2O4
Method: DFT, wB97M-V/def2-TZVPD

As for the charge: +1. The calculation puts the electronic energy at -608.26677 Ha. As for the multiplicity: 3. Its LUMO energy (spin up / spin down) is -2.76 / -6.64 eV.

Geometry as XYZ:
```
24
Properties=species:S:1:pos:R:3:forces:R:3
C 1.159 0.910 -1.310 -1.9 -1.5 0.5
C -0.424 0.460 -1.466 0.3 1.3 1.2
C 0.967 0.010 0.049 -1.9 1.0 -0.2
C 1.586 -1.279 1.162 1.6 2.3 -5.4
C -1.468 1.554 -0.921 5.0 -1.1 1.6
N 2.878 -1.135 1.398 2.4 -0.8 2.8
N -1.825 -1.527 1.383 0.8 -2.3 -1.7
O -0.237 -0.563 -0.471 1.0 0.6 0.3
O 1.348 2.299 -1.163 -0.2 -1.8 -0.1
O 0.714 -1.931 1.650 -4.2 -2.1 2.6
O -2.501 0.898 -0.328 -2.9 -0.5 -1.8
H 1.589 0.294 -2.120 0.8 1.0 0.3
H -0.791 -0.049 -2.351 0.3 0.3 -0.5
H 0.708 0.745 0.843 0.3 -0.3 0.1
H -1.572 2.339 -1.612 -1.1 0.7 -1.3
H -0.966 2.030 -0.083 0.4 0.3 0.0
H 3.394 -0.493 0.900 1.2 1.5 -1.1
H 3.407 -1.946 1.721 -0.3 0.1 -0.6
H -1.920 -0.994 2.196 -0.4 -0.1 2.3
H -0.867 -1.976 1.241 -0.4 0.5 1.0
H -2.508 -2.249 1.127 -0.3 0.7 0.7
H 2.214 2.597 -1.452 0.2 -0.2 -0.2
H -1.788 -0.799 0.715 -0.4 1.0 -1.9
H -3.096 0.803 -1.107 -0.4 -0.5 1.3
```
Positions in Å, forces in eV/Å.